Entry 1:
Molecular formula: C4H11OS
Method: DFT, ωB97M-V with the def2-TZVPD basis set

Geometry as XYZ:
```
17
Properties=species:S:1:pos:R:3:nbo_charge:R:1
C 2.20257 1.51920 -0.17532 -0.620
C 1.84973 0.88848 1.18063 -0.515
S 0.34465 1.49168 2.00995 -0.678
H 2.44329 2.57747 -0.06662 0.186
H 1.34573 1.46587 -0.84584 0.215
H 3.04372 0.95167 -0.58429 0.172
H 1.80340 -0.19020 0.99886 0.166
H 2.68067 1.05166 1.87372 0.173
H -0.59182 0.62209 0.28224 0.496
C -1.42739 -1.06812 -0.05406 -0.057
O -0.80926 0.11101 -0.54972 -0.806
C -2.43400 -1.57051 -1.09714 -0.626
H -1.90936 -0.85891 0.90127 0.167
H -0.66955 -1.83878 0.13718 0.136
H -2.53244 -2.64972 -0.94369 0.184
H -1.95297 -1.44219 -2.06507 0.208
H -3.38697 -1.06070 -1.00211 0.197
```

* lowest unoccupied orbital energy: 3.908 eV
* energy relative to the best compared isomer or geometry (same formula, charge and spin): 5.8 kcal per mole
* Kohn-Sham gap: 6.604 eV
* HOMO level: -2.7 eV
* net charge: -1
* largest force on an atom: 0.026 hartree/bohr

***

Entry 2:
Molecular formula: C4H11P3
Method: DFT, ωB97M-V with the def2-TZVPD basis set

Geometry as XYZ:
```
18
Properties=species:S:1:pos:R:3:nbo_charge:R:1
C 0.95512 -0.80614 -0.20227 -0.854
C 2.37038 -0.36333 -0.53962 -0.647
C -1.34816 -0.55540 1.52516 -0.938
C -1.69923 2.25093 -0.43783 -0.782
P -0.51681 2.48033 0.71379 0.358
P -0.05422 -1.05598 -1.72751 0.245
P 0.11660 0.32882 0.86421 0.899
H 2.88242 -1.20473 -1.00850 0.218
H 2.42864 0.48097 -1.23224 0.186
H 2.90587 -0.09705 0.37523 0.206
H -1.13529 -0.87929 2.54211 0.252
H -1.51421 -1.42901 0.89690 0.257
H -2.22833 0.08613 1.52392 0.239
H -2.23468 3.09921 -0.83110 0.222
H -1.98543 1.28094 -0.82363 0.215
H 0.87552 -1.89111 -2.33501 -0.017
H -0.79370 -2.14719 -1.25949 -0.035
H 0.97552 0.42189 1.95590 -0.024
```

* structure (SMILES): C=P[P@@H](C)=C(C)P
* lowest unoccupied orbital energy (alpha / beta): -0.463 / -0.463 eV
* energy relative to the best compared isomer or geometry (same formula, charge and spin): 40.6 kcal per mole
* Kohn-Sham gap (alpha / beta): 6.332 / 6.333 eV
* HOMO level (alpha / beta): -6.8 / -6.8 eV
* largest force on an atom: 0.035 hartree/bohr

***

Entry 3:
Molecular formula: C4H11PS2
Method: DFT, ωB97M-V with the def2-TZVPD basis set

Geometry as XYZ:
```
18
Properties=species:S:1:pos:R:3:nbo_charge:R:1
C -0.81862 -1.72810 1.05687 -0.636
C 1.34875 0.45958 -1.96367 -0.995
C -1.47814 1.91827 1.22511 -0.753
C 0.14646 -1.55338 -0.05349 -0.706
P 0.66760 0.24173 -0.29035 1.125
S 1.85547 1.27082 1.30653 -0.633
S -1.14171 1.20967 -0.42962 -0.088
H -0.63953 -1.01481 1.77582 0.224
H -1.81317 -1.82887 0.74518 0.228
H -0.70170 -2.67667 1.61533 0.226
H 0.76147 1.24569 -2.51671 0.274
H 2.36797 0.80113 -1.72345 0.278
H 1.32973 -0.58219 -2.46704 0.248
H -2.47989 1.79506 1.65243 0.232
H -1.24942 3.02538 1.15551 0.236
H -0.70034 1.36712 1.93302 0.269
H -0.40425 -1.70459 -1.10572 0.226
H 1.06689 -2.14955 -0.12311 0.244
```

* structure (SMILES): CC[P@](C)(=S)SC
* lowest unoccupied orbital energy: 0.532 eV
* energy relative to the best compared isomer or geometry (same formula, charge and spin): 20.3 kcal per mole
* Kohn-Sham gap: 8.671 eV
* HOMO level: -8.1 eV
* largest force on an atom: 0.081 hartree/bohr

***

Entry 4:
Molecular formula: C4H11PS2
Method: DFT, ωB97M-V with the def2-TZVPD basis set

Geometry as XYZ:
```
18
Properties=species:S:1:pos:R:3:nbo_charge:R:1
C -2.92705 -0.75135 -0.95451 -0.874
C -0.49612 1.20298 -0.23445 -0.964
C -1.16013 -0.77885 1.76231 -0.977
C 3.08306 0.48770 -0.70703 -0.757
P -1.13526 -0.52705 -0.03389 1.142
S 2.32524 -0.46575 0.61710 0.115
S 0.86854 -1.46528 -0.32943 -0.224
H -3.20902 -1.76759 -0.51141 0.192
H -2.56269 -0.62169 -2.06901 0.201
H -0.19556 1.42277 -1.22172 0.244
H -1.13222 2.01739 0.18273 0.245
H 0.42252 1.35414 0.22657 0.236
H -2.02047 -0.32912 2.23712 0.252
H -1.07319 -1.77179 1.95963 0.246
H -0.53994 -0.02514 2.21726 0.255
H 2.78997 1.47275 -0.79583 0.207
H 2.84882 -0.00790 -1.76551 0.237
H 4.11349 0.55377 -0.57993 0.225
```

* structure (SMILES): C=P(C)(C)SSC
* lowest unoccupied orbital energy: 0.123 eV
* energy relative to the best compared isomer or geometry (same formula, charge and spin): 82.8 kcal per mole
* Kohn-Sham gap: 7.884 eV
* HOMO level: -7.8 eV
* largest force on an atom: 0.084 hartree/bohr

***

Entry 5:
Molecular formula: C4H11S
Method: DFT, ωB97M-V with the def2-TZVPD basis set

Geometry as XYZ:
```
16
Properties=species:S:1:pos:R:3:nbo_charge:R:1
C 4.06060 3.42297 -2.11789 -0.744
S 3.46768 2.51648 -0.63804 -0.753
H 3.21068 4.07622 -2.35033 0.176
H 4.94034 4.06425 -2.00235 0.160
H 4.24672 2.79659 -2.99086 0.162
C -2.84796 -2.30598 1.02142 -0.603
C -1.82828 -1.42364 0.26479 -0.392
C -0.78993 -0.86397 1.27058 -0.621
H -2.29829 -3.08168 1.55375 0.194
H -3.60797 -2.76015 0.39144 0.199
H -3.28577 -1.70355 1.82069 0.193
H -2.38149 -0.57669 -0.14071 0.192
H -1.33703 -2.02165 -0.49510 0.198
H 0.14668 -1.41747 1.18956 0.215
H -0.43917 0.12557 0.97253 0.232
H -1.25681 -0.84730 2.25051 0.191
```

* lowest unoccupied orbital energy: 3.112 eV
* energy relative to the best compared isomer or geometry (same formula, charge and spin): 23.4 kcal per mole
* Kohn-Sham gap: 5.027 eV
* HOMO level: -1.9 eV
* net charge: -1
* largest force on an atom: 0.026 hartree/bohr

***

Entry 6:
Molecular formula: C4H11S2
Method: DFT, ωB97M-V with the def2-TZVPD basis set

Geometry as XYZ:
```
17
Properties=species:S:1:pos:R:3:nbo_charge:R:1
C -0.84057 2.63683 1.61269 -0.738
S -1.83616 2.12122 0.16807 0.108
C -1.35092 0.35649 0.14146 -0.730
H 0.19022 2.84862 1.33676 0.211
H -1.23205 3.53285 2.09015 0.207
H -0.80315 1.82701 2.34030 0.219
H -1.84635 -0.14883 0.96425 0.209
H -0.27634 0.26450 0.30979 0.269
H -1.61765 -0.00956 -0.83655 0.220
C 1.31961 -1.17545 -2.17169 -0.633
C 1.77965 -2.25152 -1.18305 -0.519
S 1.41477 -1.94173 0.61594 -0.738
H 2.00553 -0.40353 -2.52642 0.187
H 0.87599 -1.59612 -3.08307 0.176
H 0.54427 -0.62046 -1.63202 0.210
H 1.44557 -3.25400 -1.45118 0.173
H 2.87091 -2.37233 -1.30369 0.168
```

* lowest unoccupied orbital energy: 3.147 eV
* energy relative to the best compared isomer or geometry (same formula, charge and spin): 13.3 kcal per mole
* Kohn-Sham gap: 5.546 eV
* HOMO level: -2.4 eV
* net charge: -1
* largest force on an atom: 0.031 hartree/bohr